ORCA calculation (ωB97M-V/def2-TZVPD) on 2 unconnected molecules or ions with the total composition C3H12N4 in a non-equilibrium geometry.

Results
F_max = 0.039 Eh/bohr
<S²> = 0.75
energy relative to the best compared isomer or geometry (same formula, charge and spin) = 27.6 kJ/mol
HOMO energy (alpha / beta) = 0.959 / -4.866 eV
2S+1 = 2
net charge = -1
total energy = -9264.692 eV
Kohn-Sham gap (alpha / beta) = 2.8 / 8.5 eV

CARTESIAN COORDINATES (ANGSTROEM)
C: -2.7035 -0.2217 -0.5397
N: -1.3938 0.3707 -0.5057
C: -0.8621 0.5894 -1.8785
H: -3.4923 0.5633 -0.7364
H: -2.8457 -1.0018 -1.3265
H: -2.9327 -0.6459 0.4772
H: -0.6553 -0.1797 -0.0964
H: -0.9369 -0.3237 -2.4935
H: 0.2306 0.8895 -1.8554
H: -1.4972 1.3545 -2.3573
N: 1.7468 0.1177 2.3769
C: 1.7019 -0.2709 1.0475
N: 2.4174 0.5146 0.1795
N: 1.0385 -1.3306 0.6552
H: 1.3548 -0.5230 3.0836
H: 2.5552 0.6245 2.7253
H: 3.1331 1.1245 0.5889
H: 2.5594 0.1097 -0.7828
H: 0.5817 -1.7611 1.4383

***

ORCA calculation (ωB97M-V/def2-TZVPD) on 2 unconnected molecules or ions with the total composition C3H12N4O in a non-equilibrium geometry.

Results
F_max = 0.027 Eh/bohr
energy relative to the best compared isomer or geometry (same formula, charge and spin) = 66.9 kJ/mol
SMILES = NC(N)=O.CNCN
HOMO energy = -9.056 eV
total energy = -11313.716 eV
Kohn-Sham gap = 9.7 eV

CARTESIAN COORDINATES (ANGSTROEM)
N: -0.2909 -2.3935 1.2986
C: -0.3775 -2.3087 -0.0819
N: -1.3302 -1.4508 -0.5432
O: 0.3339 -2.9705 -0.8061
H: 0.6015 -2.4311 1.7509
H: -1.0752 -2.2325 1.8964
H: -1.4812 -0.6702 0.0788
H: -1.3265 -1.1621 -1.5059
C: 1.7566 1.8468 -1.0251
N: 1.0839 1.6782 0.2496
C: -0.3467 1.7205 0.2677
N: -0.8397 3.0563 0.6718
H: 2.8277 1.8278 -0.8368
H: 1.4977 1.0946 -1.7791
H: 1.5085 2.8260 -1.4376
H: 1.4602 0.9303 0.8041
H: -0.7483 1.0432 1.0267
H: -0.7509 1.4252 -0.7145
H: -0.0430 3.6841 0.6567
H: -1.5357 3.3922 0.0301

***

ORCA calculation (ωB97M-V/def2-TZVPD) on 2 unconnected molecules or ions with the total composition C3H12N5 in a non-equilibrium geometry.

Results
F_max = 0.121 Eh/bohr
energy relative to the best compared isomer or geometry (same formula, charge and spin) = 823.1 kJ/mol
HOMO energy = -11.422 eV
net charge = +1
total energy = -10742.875 eV
Kohn-Sham gap = 3.9 eV

CARTESIAN COORDINATES (ANGSTROEM)
N: 0.1185 -2.6803 0.6707
C: 0.3054 -1.6720 -0.7097
N: 1.6926 -1.9400 -0.9270
N: -0.2260 -0.5983 -1.6853
H: -0.8089 -2.3530 1.0094
H: -0.2612 -3.4815 0.1397
H: 2.1417 -2.0273 -0.0206
H: 1.6741 -2.8727 -1.2964
H: 0.5688 0.0847 -1.5696
H: 0.0194 -1.1019 -2.5478
C: -1.0386 1.6442 0.4019
C: 0.0932 1.9298 1.0947
N: 0.4564 3.3101 1.2038
N: -1.7281 0.4383 0.1518
H: -1.5417 2.5640 -0.0146
H: 0.7211 1.1750 1.5464
H: 1.1578 3.5717 0.5250
H: 0.9228 3.3961 2.0996
H: -1.8228 0.2423 -0.8471
H: -1.1246 -0.3175 0.3562

***

ORCA calculation (ωB97M-V/def2-TZVPD) on 2 unconnected molecules or ions with the total composition C3H12N5 in a non-equilibrium geometry.

Results
F_max = 0.191 Eh/bohr
<S²> = 2.01
energy relative to the best compared isomer or geometry (same formula, charge and spin) = 359.3 kJ/mol
HOMO energy (alpha / beta) = -12.258 / -13.753 eV
2S+1 = 3
net charge = +1
total energy = -10740.712 eV
Kohn-Sham gap (alpha / beta) = 9.3 / 5.6 eV

CARTESIAN COORDINATES (ANGSTROEM)
C: 1.5924 0.8513 -1.3137
C: 1.3364 0.5113 0.0822
C: 1.9909 -0.6468 0.7642
N: 0.3588 0.2417 -0.9984
N: -1.5206 -1.2950 0.6231
N: -2.5834 -0.1095 -0.9512
N: -1.8841 0.8924 0.9802
N: -1.9396 -0.1120 0.1286
H: 1.4688 1.8623 -1.6478
H: 2.3684 0.3974 -1.9105
H: 1.2263 1.4112 0.7364
H: 2.9901 -0.4988 1.0808
H: 2.0765 -1.2902 -0.0840
H: 1.4396 -1.1993 1.5267
H: -1.6003 -1.9801 -0.1927
H: -1.9885 -1.7917 1.4976
H: 0.4118 -0.6309 -0.9480
H: -2.5112 0.8251 -1.3967
H: -1.9397 1.8126 0.7024
H: -1.0889 0.8559 1.5798